Record 1
{
  "formula": "C30H26F42N10O29S14",
  "method": "ωB97M-V/def2-TZVPD",
  "orbital_gap_ev": 4.45,
  "e_homo_ev": -1.675,
  "charge": -4,
  "elements": ["C", "C", "C", "O", "C", "N", "H", "H", "H", "H", "H", "H", "H", "H", "H", "H", "H", "H", "C", "N", "C", "C", "C", "C", "C", "C", "C", "C", "N", "C", "C", "C", "H", "H", "H", "H", "H", "H", "H", "H", "H", "H", "H", "H", "H", "H", "C", "F", "F", "F", "S", "O", "O", "N", "S", "O", "O", "C", "F", "F", "F", "C", "F", "F", "F", "S", "O", "O", "N", "S", "O", "O", "C", "F", "F", "F", "C", "F", "F", "F", "S", "O", "O", "N", "S", "O", "O", "C", "F", "F", "F", "C", "F", "F", "F", "S", "O", "O", "N", "S", "O", "O", "C", "F", "F", "F", "C", "F", "F", "F", "S", "O", "O", "N", "S", "O", "O", "C", "F", "F", "F", "C", "F", "F", "F", "S", "O", "O", "N", "S", "O", "O", "C", "F", "F", "F", "C", "F", "F", "F", "S", "O", "O", "N", "S", "O", "O", "C", "F", "F", "F"],
  "coordinates": [[-5.482, -6.166, -5.395], [-4.531, -7.350, -5.032], [-3.081, -6.901, -4.607], [-3.058, -6.352, -3.278], [-1.822, -6.657, -2.689], [-5.140, -8.056, -3.836], [-6.113, -7.804, -3.730], [-5.058, -9.062, -3.810], [-4.702, -7.698, -2.999], [-6.457, -6.586, -5.640], [-5.150, -5.600, -6.266], [-5.586, -5.462, -4.570], [-4.530, -7.985, -5.918], [-2.710, -6.208, -5.362], [-2.432, -7.743, -4.848], [-0.987, -6.568, -3.383], [-1.880, -7.471, -1.967], [-1.457, -5.843, -2.062], [-2.790, -3.683, -0.041], [-1.822, -2.566, 0.270], [-1.685, -2.103, 1.537], [-0.886, -0.960, 1.775], [-0.318, -0.234, 0.686], [-0.476, -0.800, -0.554], [-1.208, -1.933, -0.768], [0.421, 1.079, 0.843], [1.308, 1.180, 1.866], [2.110, 2.266, 2.000], [1.956, 3.326, 1.198], [1.084, 3.288, 0.149], [0.412, 2.092, -0.099], [2.846, 4.506, 1.308], [-3.792, -3.522, 0.355], [-2.275, -4.555, 0.362], [-2.804, -3.870, -1.115], [-2.061, -2.715, 2.344], [-0.855, -0.485, 2.744], [-0.100, -0.460, -1.507], [-1.483, -2.437, -1.683], [1.612, 0.287, 2.393], [2.829, 2.317, 2.804], [1.160, 4.160, -0.484], [-0.155, 1.999, -1.014], [3.673, 4.216, 1.955], [2.341, 5.357, 1.764], [3.104, 4.808, 0.292], [0.110, 5.720, 3.799], [-0.718, 5.172, 4.750], [0.119, 4.977, 2.661], [-0.156, 6.919, 3.375], [1.982, 5.722, 4.533], [2.768, 6.540, 3.638], [1.817, 6.211, 5.865], [2.487, 4.010, 4.599], [3.947, 4.239, 5.025], [4.913, 4.547, 3.950], [4.121, 5.017, 6.225], [4.357, 2.429, 5.627], [4.666, 1.729, 4.551], [5.554, 2.491, 6.312], [3.344, 1.846, 6.296], [6.768, -1.116, 3.224], [6.711, -0.263, 4.216], [7.424, -0.598, 2.221], [7.441, -2.173, 3.505], [4.853, -1.642, 2.757], [4.557, -2.697, 3.657], [4.037, -0.485, 3.043], [5.112, -2.252, 1.171], [4.307, -1.357, 0.229], [2.872, -1.546, 0.345], [4.802, 0.037, 0.237], [4.780, -2.034, -1.554], [6.047, -1.844, -1.652], [4.497, -3.335, -1.590], [4.105, -1.287, -2.472], [4.080, 2.728, -2.405], [4.487, 3.877, -2.986], [4.820, 1.672, -2.629], [3.792, 2.876, -1.042], [2.558, 2.145, -3.270], [2.973, 2.130, -4.674], [2.161, 0.906, -2.652], [1.417, 3.446, -2.951], [0.361, 3.093, -4.093], [0.632, 3.609, -5.470], [-0.178, 1.720, -4.105], [-1.072, 4.188, -3.384], [-2.075, 4.144, -4.282], [-1.533, 3.644, -2.233], [-0.810, 5.486, -3.123], [-3.189, 2.805, 2.720], [-4.291, 3.158, 2.035], [-2.536, 1.969, 1.947], [-2.437, 3.850, 2.942], [-3.729, 1.994, 4.415], [-2.410, 1.835, 4.977], [-4.567, 2.939, 5.111], [-4.600, 0.594, 3.857], [-3.913, -0.520, 4.693], [-2.665, -0.970, 4.226], [-3.975, -0.227, 6.140], [-5.284, -1.917, 4.471], [-4.737, -3.077, 4.893], [-6.433, -1.701, 5.267], [-5.618, -2.073, 3.141], [-3.809, -6.002, 2.454], [-3.676, -6.492, 1.202], [-4.288, -4.710, 2.426], [-4.682, -6.809, 3.222], [-2.130, -6.148, 3.393], [-2.431, -5.628, 4.732], [-1.827, -7.607, 3.279], [-1.092, -4.994, 2.500], [0.142, -5.785, 2.172], [0.833, -6.385, 3.353], [0.004, -6.670, 1.038], [1.381, -4.277, 1.537], [0.949, -3.746, 0.288], [1.246, -3.365, 2.461], [2.648, -4.637, 1.568], [0.696, 9.215, -0.551], [1.497, 10.241, -0.918], [0.054, 9.780, 0.464], [-0.083, 8.754, -1.573], [1.781, 7.726, 0.077], [2.172, 8.038, 1.486], [0.832, 6.614, -0.022], [2.971, 7.650, -1.149], [4.295, 7.794, -0.392], [4.405, 9.103, 0.237], [4.540, 6.608, 0.489], [5.729, 7.893, -1.727], [5.537, 6.927, -2.680], [5.776, 9.146, -2.193], [6.865, 7.693, -1.029], [-3.523, 0.531, -3.914], [-2.960, 1.541, -4.575], [-2.722, -0.010, -2.980], [-4.505, 1.029, -3.200], [-4.171, -0.811, -5.161], [-5.153, -1.601, -4.480], [-4.661, 0.024, -6.275], [-2.589, -1.426, -5.383], [-2.681, -2.843, -4.892], [-3.035, -2.779, -3.497], [-3.352, -3.809, -5.812], [-0.772, -3.430, -5.029], [-0.053, -2.567, -5.694], [-0.259, -3.521, -3.773], [-0.713, -4.596, -5.546]]
}



Record 2
{
  "formula": "C30H26N4O6Ti",
  "method": "ωB97M-V/def2-TZVPD",
  "orbital_gap_ev": [3.51, 6.23],
  "spin_multiplicity": 3,
  "e_homo_ev": [0.849, -1.873],
  "s2": 2.05,
  "charge": -2,
  "elements": ["Ti", "C", "O", "C", "C", "C", "C", "C", "C", "N", "N", "C", "O", "C", "C", "C", "C", "C", "C", "C", "O", "H", "H", "H", "H", "H", "H", "H", "H", "H", "H", "H", "H", "O", "C", "C", "C", "C", "C", "C", "N", "H", "H", "H", "H", "H", "H", "H", "O", "C", "N", "C", "O", "C", "C", "C", "C", "C", "C", "H", "H", "H", "H", "C", "H", "H", "H"],
  "coordinates": [[0.040, -0.404, 0.694], [3.720, -2.282, 1.649], [3.868, -1.875, 2.988], [3.188, -0.734, 3.406], [3.664, -0.258, 4.628], [3.104, 0.859, 5.228], [2.059, 1.505, 4.608], [1.543, 1.054, 3.378], [0.498, 1.765, 2.745], [-0.024, 1.417, 1.583], [-0.776, 2.333, 0.954], [-1.098, 1.906, -0.264], [-0.702, 0.753, -0.679], [-1.765, 2.835, -1.162], [-1.883, 2.523, -2.528], [-2.407, 3.432, -3.418], [-2.846, 4.679, -2.980], [-2.766, 4.988, -1.623], [-2.238, 4.086, -0.728], [2.118, -0.100, 2.734], [1.646, -0.505, 1.583], [4.372, -3.157, 1.535], [4.047, -1.490, 0.963], [2.684, -2.547, 1.419], [4.477, -0.803, 5.090], [3.494, 1.211, 6.177], [1.606, 2.373, 5.068], [0.160, 2.705, 3.188], [-1.541, 1.550, -2.851], [-2.468, 3.181, -4.472], [-3.247, 5.399, -3.686], [-3.116, 5.956, -1.278], [-2.170, 4.311, 0.324], [1.350, -2.249, -0.430], [2.381, -2.053, -1.346], [2.704, -0.599, -1.622], [3.771, -0.288, -2.448], [4.058, 1.051, -2.725], [3.244, 2.014, -2.125], [2.221, 1.610, -1.295], [1.932, 0.323, -1.042], [0.551, -2.625, -0.970], [2.141, -2.533, -2.309], [3.302, -2.530, -0.964], [4.366, -1.084, -2.879], [4.869, 1.326, -3.386], [3.408, 3.067, -2.315], [1.573, 2.339, -0.821], [-2.745, -0.218, 0.872], [-2.607, -1.160, 0.070], [-1.376, -1.649, -0.296], [-1.525, -2.587, -1.265], [-0.550, -3.192, -1.817], [-2.934, -2.796, -1.520], [-3.636, -3.647, -2.363], [-5.014, -3.664, -2.297], [-5.703, -2.832, -1.397], [-5.018, -1.946, -0.586], [-3.634, -1.913, -0.642], [-3.102, -4.290, -3.052], [-5.580, -4.333, -2.937], [-6.785, -2.894, -1.342], [-5.549, -1.297, 0.098], [-0.719, -1.367, 2.476], [-1.122, -2.358, 2.225], [-1.540, -0.782, 2.902], [0.025, -1.509, 3.273]]
}



Record 3
{
  "formula": "C30H27Cl4N5O4PdS2",
  "method": "ωB97M-V/def2-TZVPD",
  "orbital_gap_ev": 4.89,
  "e_homo_ev": -12.804,
  "charge": 2,
  "elements": ["Pd", "N", "C", "O", "C", "C", "H", "H", "H", "H", "H", "H", "Cl", "C", "C", "C", "C", "C", "C", "N", "C", "C", "N", "C", "O", "C", "C", "C", "Cl", "S", "C", "C", "C", "Cl", "C", "H", "H", "H", "H", "H", "H", "H", "H", "H", "H", "H", "H", "H", "S", "C", "N", "C", "C", "C", "N", "H", "H", "H", "H", "Cl", "C", "C", "C", "C", "C", "C", "C", "O", "O", "H", "H", "H", "H"],
  "coordinates": [[0.080, 3.042, -1.196], [-3.328, 4.850, -2.468], [-2.146, 4.284, -2.337], [-1.888, 3.585, -1.319], [-1.110, 4.403, -3.405], [0.295, 4.220, -2.829], [-4.027, 4.718, -1.752], [-3.563, 5.407, -3.273], [-1.192, 5.351, -3.941], [-1.334, 3.611, -4.126], [0.757, 5.150, -2.512], [0.959, 3.690, -3.507], [-3.476, -7.760, 1.593], [-2.887, -6.153, 1.802], [-1.729, -5.755, 1.157], [-1.275, -4.460, 1.344], [-1.947, -3.548, 2.154], [-1.362, -2.163, 2.314], [-2.262, -1.056, 1.776], [-1.510, 0.180, 1.577], [-0.981, 0.977, 2.561], [-0.329, 1.982, 1.923], [-0.449, 1.806, 0.562], [-1.176, 0.715, 0.397], [-1.080, -1.833, 3.664], [0.076, -2.470, 4.224], [1.156, -1.462, 4.497], [2.159, -1.121, 3.642], [2.468, -1.792, 2.087], [3.193, 0.094, 4.270], [2.257, 0.202, 5.704], [1.225, -0.677, 5.691], [-3.108, -3.989, 2.790], [-4.017, -2.942, 3.837], [-3.582, -5.278, 2.623], [-1.191, -6.451, 0.529], [-0.360, -4.148, 0.853], [-0.432, -2.141, 1.734], [-3.064, -0.856, 2.481], [-2.700, -1.342, 0.820], [-1.099, 0.744, 3.605], [0.198, 2.811, 2.358], [-1.455, 0.279, -0.548], [0.439, -3.262, 3.566], [-0.237, -2.936, 5.158], [2.549, 0.877, 6.492], [0.532, -0.794, 6.512], [-4.482, -5.598, 3.128], [0.890, 4.626, 0.249], [2.227, 3.513, 0.030], [3.114, 3.086, 0.931], [3.450, 1.705, 0.881], [3.279, 1.017, -0.240], [2.972, 1.814, -1.467], [2.070, 2.910, -1.120], [3.190, 3.570, 1.814], [3.779, 1.280, 1.818], [3.460, -0.046, -0.292], [3.886, 2.300, -1.824], [0.513, -2.582, -7.721], [0.750, -1.641, -6.308], [-0.344, -1.330, -5.504], [-0.150, -0.573, -4.369], [1.132, -0.124, -4.033], [2.223, -0.450, -4.847], [2.032, -1.205, -5.986], [1.288, 0.678, -2.825], [2.544, 1.087, -2.615], [0.362, 0.962, -2.061], [-1.326, -1.688, -5.776], [-0.986, -0.327, -3.731], [3.216, -0.114, -4.591], [2.863, -1.464, -6.626]]
}



Energy above the lowest of the compared OMol25 structures with the same formula, charge and spin for every record listed, in sequence, given in kcal/mol: 2.68 20.54 12.74.
DFT total energy for every record listed, in sequence, given in Ha: -13656.8108 -2678.8313 -4498.6615.